The following is a quantum chemistry calculation of 8 unconnected molecules or ions with the total composition C48H112BP3 in a non-equilibrium geometry, from the OMol25 dataset.

Calculated values
Multiplicity: 1
Kohn-Sham gap, eV: 0.8
Calculated total energy, Eh: -2943.6133
HOMO, eV: -8.58
Charge: +2

```
164
Properties=species:S:1:pos:R:3:forces:R:3:lowdin_charge:R:1
B -23.97242 -8.57448 -6.20416 -1.33 0.08 0.03 0.24
H -20.30776 -12.20543 -5.41873 -0.35 0.16 -0.20 -0.05
H -18.17941 1.54047 4.57836 -0.01 -0.02 -0.01 -0.02
H -27.19812 -8.09402 -6.15476 1.43 -0.28 -0.04 0.03
H -23.86284 -15.13583 -5.06425 0.02 0.16 -0.15 -0.04
C -26.85733 -5.61990 -3.09857 0.41 0.03 0.17 -0.09
C -25.83389 -6.79875 -3.30070 -2.37 0.65 0.75 -0.28
C -24.94091 -7.10244 -2.09901 -0.23 0.80 -0.23 -0.24
C -23.98216 -8.24021 -2.46057 0.84 0.18 -0.31 -0.23
P -22.24973 -7.64627 -2.63689 -0.11 -1.04 -0.08 1.00
C -21.53549 -7.15746 -1.06535 0.74 0.25 -0.29 -0.27
C -21.63675 -7.97472 0.20920 -0.65 -0.78 1.02 -0.26
C -21.48348 -6.99453 1.37867 -0.56 0.13 0.13 -0.25
C -20.01837 -6.55839 1.55696 -0.79 2.39 0.04 -0.09
C -21.12836 -8.83256 -3.41771 -0.61 0.38 0.90 -0.29
C -21.04398 -10.16915 -2.68069 0.60 -0.77 0.00 -0.24
C -19.62829 -10.79378 -2.80940 -1.07 -0.40 -0.02 -0.29
C -19.62377 -12.31237 -2.55043 0.96 1.06 -0.42 -0.14
C -22.16248 -6.30213 -3.83667 -0.79 1.01 1.37 -0.26
C -22.67137 -4.86995 -3.49177 1.21 -0.11 -1.82 -0.18
C -22.71587 -4.10816 -4.85433 1.01 -0.56 0.03 -0.24
C -23.76127 -4.47437 -5.88469 -0.25 -0.05 -1.19 -0.10
H -26.40516 -4.61895 -3.01622 0.14 -0.36 0.02 0.07
H -27.48821 -5.74969 -2.21243 0.41 -0.19 0.14 0.08
H -27.59867 -5.54412 -3.89336 0.29 -0.25 -0.37 0.06
H -25.38065 -6.73090 -4.27701 0.83 0.32 -0.23 0.04
H -26.48040 -7.66688 -3.42525 0.02 -0.32 -0.06 0.09
H -25.57191 -7.38373 -1.25284 -0.01 -0.16 -0.16 0.13
H -24.44520 -6.18050 -1.73750 0.08 -0.47 -0.23 0.10
H -24.22844 -8.69109 -3.43965 -0.07 0.21 0.24 0.06
H -24.05158 -9.06407 -1.75654 0.38 -0.09 0.18 0.10
H -22.06985 -6.23466 -0.79447 0.41 0.16 -0.47 0.09
H -20.46123 -6.94408 -1.30658 -0.87 0.21 0.22 0.13
H -20.95445 -8.78708 0.40478 0.96 -0.09 -0.75 0.11
H -22.56238 -8.55107 0.28191 -0.54 0.56 -0.12 0.11
H -21.89204 -7.41406 2.31946 0.34 0.03 -0.53 0.12
H -22.16893 -6.15265 1.10292 0.73 -0.23 0.72 0.11
H -19.71154 -5.78655 0.80132 -0.27 -0.71 0.50 0.09
H -19.30488 -7.33235 1.53319 0.62 -1.32 -0.24 0.06
H -19.85764 -6.07117 2.53104 -0.26 -0.06 -0.29 0.08
H -20.24228 -8.21194 -3.37201 0.86 -0.18 0.29 0.09
H -21.29802 -8.88897 -4.48467 -0.41 -0.40 -0.31 0.07
H -21.70126 -10.89554 -3.19007 -0.14 0.40 0.39 0.10
H -21.31950 -10.08412 -1.59590 0.06 -0.07 -0.94 0.11
H -18.95200 -10.28038 -2.14515 0.42 0.23 0.24 0.10
H -19.30421 -10.64011 -3.83922 0.10 0.04 -0.05 0.05
H -18.59855 -12.64432 -2.78687 -0.67 -0.39 -0.10 0.08
H -20.40109 -12.80014 -3.11149 0.09 -0.29 -0.75 0.01
H -19.82646 -12.57930 -1.54609 -0.05 0.03 1.34 0.05
H -22.83151 -6.66257 -4.59064 -0.21 -0.38 -0.91 0.02
H -21.14157 -6.26387 -4.21315 0.00 -0.03 -0.08 0.11
H -21.92504 -4.32488 -2.89835 -0.41 -0.32 0.22 0.12
H -23.64364 -4.85260 -3.05235 -0.53 -0.07 0.53 0.08
H -21.75216 -4.32709 -5.34826 -0.03 0.52 0.34 0.09
H -22.75988 -3.05813 -4.60934 -0.02 0.42 -0.23 0.11
H -23.65042 -3.87927 -6.85438 -0.06 -0.64 1.42 0.09
H -24.75478 -4.30994 -5.50922 -0.62 0.20 0.10 0.07
H -23.74148 -5.54397 -6.18695 0.19 0.35 0.15 0.04
C -25.70538 -18.47483 -9.93400 0.93 0.59 0.07 -0.11
C -26.89612 -17.93470 -9.15315 -1.30 0.30 -1.28 -0.27
C -26.73464 -16.60338 -8.39147 0.90 -0.28 -0.74 -0.20
C -26.38685 -15.46947 -9.43615 0.14 -0.15 0.52 -0.24
P -25.50287 -13.99561 -8.86037 0.74 -0.70 -0.02 0.99
C -26.00384 -13.54306 -7.19810 0.56 -0.94 0.42 -0.28
C -25.07322 -12.58850 -6.46746 1.78 0.79 0.27 -0.30
C -25.39238 -12.22836 -5.00278 -1.13 -1.25 -0.93 -0.26
C -26.88950 -11.98315 -4.85673 -0.73 -0.53 0.07 -0.12
C -25.89125 -12.63394 -9.94854 -0.30 1.25 -0.89 -0.29
C -27.40585 -12.29235 -10.14890 0.51 0.12 0.01 -0.23
C -27.62947 -11.09299 -11.14209 1.62 -0.32 1.16 -0.28
C -29.03037 -10.94036 -11.64325 -1.09 0.05 -0.31 -0.13
C -23.70876 -14.31694 -8.99520 0.01 -1.02 -0.61 -0.28
C -23.23482 -15.69377 -8.44114 0.84 0.38 1.68 -0.22
C -21.62595 -15.79900 -8.47128 -0.55 -1.36 0.58 -0.21
C -20.95575 -14.42769 -8.25138 0.28 -1.47 0.36 -0.14
H -25.96910 -19.35053 -10.52856 0.00 -0.13 0.38 0.08
H -24.87508 -18.69908 -9.23201 -0.40 -0.19 -0.48 0.08
H -25.28306 -17.77183 -10.68941 -0.38 -0.20 0.55 0.07
H -27.33808 -18.71702 -8.55829 0.39 -0.25 0.92 0.10
H -27.75608 -17.81563 -9.84819 0.50 0.34 -0.07 0.12
H -25.90946 -16.70788 -7.66074 -0.43 0.15 -0.18 0.10
H -27.67759 -16.40909 -7.86075 0.43 0.28 -0.13 0.12
H -27.27054 -15.12927 -9.96223 -0.36 0.02 0.03 0.08
H -25.70105 -15.79950 -10.23151 -0.22 -0.36 0.25 0.09
H -25.98634 -14.50935 -6.65202 -0.36 0.40 -0.07 0.09
H -27.02206 -13.19702 -7.36394 -0.23 0.07 0.52 0.09
H -24.92973 -11.66852 -7.03641 -0.23 0.28 -0.27 0.08
H -24.05295 -13.01030 -6.37182 -0.43 -0.23 -0.54 0.06
H -24.74082 -11.41213 -4.62733 -0.40 -0.40 -0.31 0.10
H -25.16367 -13.16142 -4.46871 0.24 0.42 0.34 0.06
H -27.51982 -12.91810 -4.88510 0.93 0.69 0.10 0.10
H -27.34614 -11.33542 -5.60603 0.33 0.26 -0.16 0.06
H -27.06638 -11.52493 -3.90972 -0.42 0.31 0.79 0.05
H -25.48661 -12.85267 -10.96992 0.13 0.29 0.92 0.12
H -25.37420 -11.75277 -9.46772 -0.27 -0.68 -0.77 0.10
H -27.84721 -12.18133 -9.14277 -0.19 0.42 -0.57 0.11
H -27.88300 -13.14028 -10.60789 -0.27 -0.57 -0.10 0.09
H -26.95936 -11.28185 -12.02423 -0.25 0.45 0.89 0.12
H -27.32338 -10.18451 -10.54153 -0.07 -0.59 -1.08 0.11
H -29.40780 -11.83943 -12.18814 0.27 0.51 0.66 0.09
H -29.10084 -10.12101 -12.37659 0.08 -0.17 0.33 0.08
H -29.69043 -10.68347 -10.79790 -0.04 -0.27 -0.46 0.09
H -23.14399 -13.45956 -8.63572 -0.18 -0.08 0.58 0.06
H -23.38873 -14.39006 -10.03011 -0.60 0.44 -0.71 0.10
H -23.69150 -16.56427 -8.93961 0.16 0.57 -0.20 0.09
H -23.60416 -15.73918 -7.39904 0.46 -0.14 -0.10 0.04
H -21.38565 -16.35395 -9.39695 0.21 0.82 0.01 0.10
H -21.22869 -16.54022 -7.68868 -1.01 1.17 -0.75 0.13
H -19.86921 -14.48527 -8.08065 -0.35 -0.20 -0.28 0.09
H -21.35813 -14.05343 -7.31804 -0.12 0.54 0.10 0.03
H -21.14468 -13.77869 -9.08410 -0.09 0.44 -0.23 0.02
C -21.38017 -6.21024 -15.03750 0.15 -0.56 0.20 -0.10
C -22.64790 -6.85230 -14.53709 -1.27 -1.62 -0.18 -0.26
C -22.48608 -7.56034 -13.14007 0.90 1.58 -0.59 -0.22
C -22.61168 -6.46651 -12.03081 -0.04 -0.41 -0.25 -0.24
P -22.73786 -7.00883 -10.28659 1.03 2.31 -0.25 1.01
C -22.54382 -8.72828 -10.09314 -0.82 0.08 0.67 -0.32
C -21.18557 -9.31135 -10.25803 0.98 -0.61 0.14 -0.24
C -21.13164 -10.70510 -9.57995 -1.08 0.14 -0.84 -0.26
C -19.96341 -11.48482 -10.08448 -0.01 -1.56 -0.91 -0.11
C -21.39659 -6.20639 -9.26804 -0.97 -0.21 -0.22 -0.25
C -21.49916 -4.68045 -9.03942 1.18 -0.56 -0.83 -0.22
C -20.39606 -4.22481 -8.05456 -0.40 -0.09 0.50 -0.27
C -18.98569 -4.21143 -8.60778 0.51 -0.50 -0.74 -0.10
C -24.32891 -6.55576 -9.56532 1.24 -0.48 -0.11 -0.30
C -25.49827 -7.22860 -10.26989 -1.05 -0.93 0.93 -0.24
C -26.71651 -6.32062 -10.09118 -0.32 -0.92 -1.62 -0.29
C -26.95905 -5.94905 -8.67811 -2.13 -0.10 1.31 -0.14
H -20.67332 -6.97007 -14.70032 0.91 0.71 -0.13 0.08
H -21.20398 -5.21280 -14.66560 0.31 0.14 0.53 0.07
H -21.25322 -6.13338 -16.10987 -0.46 -0.15 -0.27 0.08
H -23.55319 -6.24470 -14.49755 0.16 0.43 0.00 0.10
H -22.94656 -7.65816 -15.24883 0.36 0.41 0.40 0.12
H -23.19192 -8.36116 -13.09945 -0.65 -0.41 0.47 0.09
H -21.47062 -7.99770 -13.09063 -0.50 0.07 0.01 0.10
H -21.77585 -5.77997 -12.16188 0.33 -0.10 0.34 0.10
H -23.45480 -5.81427 -12.23554 -0.50 -0.10 0.02 0.09
H -23.35784 -9.22439 -10.60104 -0.05 -0.37 -0.61 0.11
H -22.88478 -8.76844 -9.05753 0.25 -0.52 0.55 0.07
H -20.42546 -8.75063 -9.73530 0.04 0.60 0.51 0.10
H -20.78223 -9.20940 -11.28571 -0.69 -0.83 0.19 0.12
H -22.11318 -11.25908 -9.76047 1.15 0.55 0.18 0.12
H -21.02271 -10.57720 -8.49706 -0.25 0.12 -0.07 0.10
H -19.85890 -12.38536 -9.48049 0.10 -0.04 -0.22 0.04
H -19.02130 -10.97381 -9.96802 0.28 0.47 -0.15 0.08
H -20.10572 -11.80272 -11.15969 0.29 0.41 1.07 0.11
H -21.42120 -6.74783 -8.30964 0.13 0.06 -0.14 0.10
H -20.46635 -6.43673 -9.77869 0.20 -0.15 0.04 0.08
H -21.41520 -4.21409 -10.04508 0.05 0.14 0.69 0.13
H -22.44203 -4.42418 -8.62564 -0.99 0.22 0.29 0.06
H -20.64110 -3.24325 -7.63920 -0.11 -0.01 -0.19 0.11
H -20.43431 -4.89854 -7.18060 -0.09 0.05 -0.27 0.09
H -18.22396 -4.51716 -7.87432 -0.35 0.18 -0.18 0.08
H -18.70573 -3.22257 -8.98582 -0.06 -0.23 -0.02 0.08
H -18.91742 -4.93320 -9.45239 0.20 0.47 0.43 0.07
H -24.38052 -5.47980 -9.56118 -0.14 0.59 -0.42 0.10
H -24.24929 -6.77928 -8.48486 -0.19 -0.27 -0.38 0.07
H -25.70227 -8.20550 -9.72592 0.20 0.93 -0.73 0.12
H -25.39078 -7.46756 -11.34206 0.48 0.20 0.39 0.12
H -27.59528 -6.83070 -10.55385 0.44 0.28 0.57 0.13
H -26.59359 -5.43774 -10.72113 0.24 0.18 0.04 0.11
H -27.35108 -6.80870 -8.07782 0.65 0.41 -0.43 0.02
H -27.84181 -5.26508 -8.68275 0.96 0.00 0.35 0.10
H -26.09379 -5.54036 -8.13884 -0.45 0.19 -0.20 0.06
```
Forces are in eV/Å.